A 2-piece molecular cluster, CH3F2OPS overall at a distorted geometry. Source: OMol25; level of theory: the ωB97M-V functional and the def2-TZVPD basis.

Last column: Löwdin charge in e.
Atoms and positions in Å:
F: -4.67 -0.96 -1.15  -0.393
P: -3.25 -0.40 -0.36  0.600
F: -3.45 -0.96 1.20  -0.356
S: -3.53 1.64 -0.23  0.478
H: -4.72 1.66 -0.59  -0.257
C: 0.03 -0.91 0.74  -0.200
O: -0.83 -0.16 0.84  -0.084
H: -0.01 -1.88 1.34  0.101
H: 0.93 -0.80 -0.01  0.111

As for the LUMO energy: 0.49 eV. For the HOMO energy, the calculation gives -9.736 eV. The energy relative to the best compared isomer or geometry (same formula, charge and spin) comes out at 216.3 kJ/mol. The gap between HOMO and LUMO is 10.23 eV. Its SMILES is FP(F)S.C=O.